[1]
Here is 2 unconnected molecules or ions with the total composition C17H32FN2Si from the Open Molecules 2025 dataset. Energies are from ωB97M-V/def2-TZVPD.

```
53
Properties=species:S:1:pos:R:3:mulliken_charge:R:1
C 4.594 -3.098 1.190 -1.357
C 3.473 -2.544 0.317 -0.544
C 2.420 -1.803 1.141 -0.379
C 1.398 -1.163 0.214 -0.604
N 0.196 -0.493 0.863 0.725
Si -1.188 -1.777 1.097 0.502
C -2.518 -0.979 2.116 -1.218
C -1.786 -2.179 -0.613 -1.119
C -0.488 -3.248 1.976 -1.218
C 0.523 0.176 2.174 -0.712
C 1.421 1.398 2.001 -1.049
N 0.862 2.393 1.104 -0.287
C 0.530 1.801 -0.175 -1.301
C -0.353 0.563 -0.075 -1.020
H 5.231 -3.779 0.628 0.404
H 4.196 -3.650 2.043 0.330
H 5.224 -2.295 1.576 0.336
H 2.995 -3.357 -0.239 0.393
H 3.886 -1.867 -0.437 0.346
H 2.912 -1.052 1.760 0.300
H 1.939 -2.510 1.818 0.174
H 0.993 -1.921 -0.461 0.260
H 1.885 -0.420 -0.414 0.355
H -3.341 -1.700 2.149 0.440
H -2.223 -0.788 3.148 0.348
H -2.925 -0.061 1.691 0.377
H -0.998 -2.319 -1.354 0.396
H -2.340 -3.120 -0.560 0.422
H -2.470 -1.415 -0.987 0.330
H 0.205 -3.828 1.364 0.345
H -1.342 -3.894 2.201 0.440
H -0.006 -3.015 2.926 0.391
H 0.958 -0.572 2.836 0.530
H -0.428 0.498 2.599 0.541
H 1.592 1.838 2.983 0.506
H 2.399 1.107 1.610 0.287
H 0.066 2.860 1.522 0.313
H 1.463 1.565 -0.692 0.394
H 0.012 2.523 -0.807 0.479
H -0.490 0.100 -1.052 0.555
H -1.333 0.843 0.318 0.563
F -0.784 1.186 -3.372 -0.311
C -1.532 2.320 -3.348 0.358
C -1.426 3.222 -4.384 -0.615
C -2.194 4.377 -4.315 -0.364
C -3.033 4.612 -3.233 -0.563
C -3.115 3.683 -2.205 -0.500
C -2.361 2.519 -2.265 0.002
H -0.765 3.020 -5.215 0.442
H -2.132 5.101 -5.117 0.372
H -3.622 5.517 -3.193 0.395
H -3.767 3.860 -1.360 0.384
H -2.413 1.763 -1.492 0.425
```

- Spin multiplicity: 1
- LUMO: -2.1 eV
- Total charge: +1
- HOMO: -0.432 Eh
- E: -1165.6608 hartree

***

[2]
Here is 11 unconnected molecules or ions with the total composition C29H84N18O14 at a distorted geometry from the Open Molecules 2025 dataset. Energies are from ωB97M-V/def2-TZVPD.

```
145
Properties=species:S:1:pos:R:3:mulliken_charge:R:1
C -6.006 2.485 1.242 -0.927
O -5.006 1.552 1.369 -0.386
C -4.659 0.938 0.103 0.035
C -5.487 -0.363 -0.191 0.354
C -4.928 -1.493 0.594 -1.151
N -5.382 -0.649 -1.659 -0.421
H -5.948 3.158 2.081 0.339
H -7.009 2.088 1.263 0.306
H -5.957 3.079 0.333 0.338
H -4.810 1.624 -0.737 0.476
H -3.566 0.766 0.144 -0.505
H -6.546 -0.161 0.144 0.162
H -5.518 -2.401 0.451 0.474
H -4.840 -1.208 1.633 0.244
H -3.881 -1.649 0.290 0.103
H -5.591 -1.634 -1.849 0.182
H -5.930 -0.014 -2.195 0.252
C 1.855 -2.835 5.812 -0.703
O 1.249 -3.083 4.609 -0.468
C 1.314 -1.897 3.796 0.382
C 0.856 -2.194 2.383 0.901
N -0.482 -2.747 2.411 -0.089
C -1.003 -2.993 1.065 0.256
C -0.467 -4.214 0.302 1.080
O -0.910 -5.375 0.911 -0.524
C -0.042 -6.445 0.519 -0.583
H 1.899 -3.827 6.313 0.291
H 1.299 -2.070 6.384 0.262
H 2.850 -2.419 5.654 0.233
H 2.340 -1.512 3.826 -0.020
H 0.605 -1.171 4.252 -0.074
H 1.615 -2.807 1.826 -0.401
H 0.790 -1.293 1.772 -0.350
H -0.536 -3.631 2.909 0.367
H -0.890 -2.151 0.350 -0.525
H -2.110 -3.038 1.175 0.134
H 0.622 -4.142 0.177 -0.746
H -0.833 -4.048 -0.724 0.052
H -0.314 -7.389 0.950 0.307
H 0.976 -6.088 0.671 0.190
H -0.229 -6.576 -0.525 0.293
C 5.441 3.732 1.495 -0.981
O 4.131 3.531 0.911 0.114
C 3.956 3.395 -0.477 -0.867
C 2.473 3.330 -0.727 -0.388
N 1.776 4.447 -0.058 0.088
C 2.143 5.742 -0.567 -0.628
C 1.463 6.748 0.324 -1.081
O 2.248 7.060 1.479 -0.277
C 1.657 7.986 2.385 -0.811
H 5.710 4.791 1.401 0.291
H 6.180 3.036 1.100 0.352
H 5.274 3.565 2.572 0.207
H 4.432 2.465 -0.846 0.520
H 4.373 4.248 -1.060 0.360
H 2.023 2.429 -0.295 -0.155
H 2.258 3.350 -1.810 0.544
H 2.032 4.443 0.934 0.187
H 1.751 5.823 -1.603 0.401
H 3.185 6.047 -0.591 0.327
H 0.464 6.433 0.624 0.487
H 1.350 7.731 -0.159 0.567
H 2.316 7.905 3.271 0.218
H 0.618 7.810 2.565 0.344
H 1.581 8.992 1.975 0.317
C 0.265 0.890 -6.332 -0.832
O -0.715 0.274 -5.405 -0.186
C -1.499 1.221 -4.735 -0.113
C -2.821 0.559 -4.437 -1.048
N -2.571 -0.577 -3.559 0.603
C -2.411 -1.842 -4.356 -1.199
C -2.309 -3.054 -3.428 0.260
O -3.548 -3.325 -2.812 -0.302
C -3.698 -4.638 -2.338 -0.853
H 0.800 0.059 -6.811 0.208
H 0.940 1.593 -5.831 0.279
H -0.290 1.515 -7.057 0.337
H -1.690 2.137 -5.307 0.491
H -1.028 1.451 -3.779 -0.097
H -3.388 0.355 -5.338 0.299
H -3.460 1.211 -3.867 0.497
H -3.365 -0.630 -2.928 -0.279
H -1.529 -1.672 -4.987 0.534
H -3.286 -2.071 -4.995 0.442
H -1.580 -2.886 -2.627 -0.431
H -2.032 -3.906 -4.029 0.699
H -4.744 -4.829 -2.147 0.290
H -3.152 -4.878 -1.397 0.210
H -3.427 -5.373 -3.069 0.424
N 1.902 2.671 3.267 -0.146
C 2.510 2.024 4.304 0.225
N 1.604 1.390 5.079 -0.324
O 3.730 2.077 4.477 -0.671
H 2.513 2.809 2.480 0.065
H 0.951 2.362 3.057 0.378
H 0.707 1.069 4.680 0.281
H 1.988 0.823 5.826 0.239
N -1.901 5.777 -1.315 -0.506
C -2.091 4.330 -1.631 0.528
N -1.088 3.497 -1.084 -0.037
O -3.098 3.861 -2.191 -0.599
H -2.311 6.403 -1.993 0.281
H -0.906 5.990 -1.236 0.164
H -1.035 2.549 -1.393 0.018
H -0.296 3.847 -0.549 0.157
N -2.472 -0.432 3.536 -0.308
C -1.961 0.840 3.483 0.375
N -3.034 1.741 3.491 -0.551
O -0.797 1.162 3.577 -0.583
H -3.473 -0.504 3.499 0.197
H -1.874 -1.292 3.538 0.253
H -3.757 1.481 2.783 0.235
H -2.835 2.731 3.505 0.299
N 3.860 -4.671 1.063 -0.107
C 3.414 -4.586 -0.157 0.239
N 3.108 -3.340 -0.531 0.054
O 3.192 -5.539 -0.938 -0.874
H 4.381 -5.499 1.359 0.271
H 3.981 -3.810 1.598 0.181
H 3.492 -2.607 0.048 0.138
H 2.987 -3.110 -1.491 0.161
N 5.130 -0.660 3.613 -0.264
C 4.503 -0.868 2.425 0.082
N 3.941 0.249 2.036 0.382
O 4.442 -1.949 1.761 -0.811
H 5.444 0.199 4.027 0.155
H 5.542 -1.499 3.960 0.258
H 3.644 0.796 2.817 -0.186
H 3.419 0.248 1.161 0.024
N 1.541 -4.221 -5.312 -0.441
C 1.971 -4.132 -3.971 0.587
N 1.775 -5.356 -3.317 -0.293
O 2.256 -3.110 -3.445 -0.687
H 1.192 -5.129 -5.564 0.127
H 1.565 -3.461 -5.984 0.205
H 2.344 -5.446 -2.492 0.260
H 1.589 -6.222 -3.829 0.209
N 0.607 -0.907 -1.969 0.424
C 0.552 -0.124 -0.842 -0.133
N -0.765 0.283 -0.556 0.965
O 1.486 0.241 -0.171 -0.518
H 1.465 -1.268 -2.407 0.161
H -0.277 -1.051 -2.484 -0.578
H -0.945 0.724 0.358 -0.088
H -1.498 -0.177 -1.059 -0.383
```

- Relative energy (zero: lowest compared OMol25 entry of this formula, charge and spin): 0.0 kcal/mol
- Spin multiplicity: 1
- LUMO: 0.6 eV
- Total charge: 0
- SMILES: COC[C@H](C)N.COCCNCCOC.COCCNCCOC.COCCNCCOC.NC(N)=O.NC(N)=O.NC(N)=O.NC(N)=O.NC(N)=O.NC(N)=O.NC(N)=O
- HOMO: -0.316 Eh
- E: -3194.4695 hartree

***

[3]
Here is 2 unconnected molecules or ions with the total composition C3H10O at a distorted geometry from the Open Molecules 2025 dataset. Energies are from ωB97M-V/def2-TZVPD.

```
14
Properties=species:S:1:pos:R:3:mulliken_charge:R:1
C -0.504 -0.810 1.840 -0.831
C -0.797 -1.517 0.539 -0.597
H 0.135 -1.301 2.587 0.307
H 0.001 0.127 1.601 0.217
H -1.370 -0.629 2.484 0.270
H -1.531 -2.325 0.555 0.349
H 0.102 -2.048 0.195 0.212
H -1.005 -0.798 -0.244 0.090
C 1.297 1.118 -1.367 -0.563
O -0.043 1.285 -0.925 -0.516
H 1.610 0.077 -1.355 0.234
H 1.486 1.550 -2.358 0.327
H 1.859 1.761 -0.691 0.213
H -0.687 1.082 -1.613 0.287
```

- Relative energy (zero: lowest compared OMol25 entry of this formula, charge and spin): 17.8 kcal/mol
- Spin multiplicity: 1
- LUMO: 1.0 eV
- Total charge: 0
- SMILES: CC.CO
- HOMO: -0.387 Eh
- E: -195.5005 hartree

***

[4]
Here is a molecular structure, C33H37F17NbO27 at a distorted geometry from the Open Molecules 2025 dataset. Energies are from ωB97M-V/def2-TZVPD.

```
115
Properties=species:S:1:pos:R:3:mulliken_charge:R:1
O 5.904 -0.106 -1.173 -0.632
C 4.740 -0.089 -1.617 0.167
O 4.497 -0.341 -2.979 -0.438
C 3.568 0.275 -0.608 0.598
C 3.414 1.873 -0.514 -0.058
Nb 2.264 2.775 -2.304 -0.876
O 1.289 3.529 -3.992 -0.784
C 0.474 3.094 -0.939 -0.473
C -0.947 2.624 -1.533 -0.859
C -1.043 1.022 -1.824 0.889
F -0.716 0.882 -3.223 -0.165
F -0.111 0.386 -0.983 0.099
C -2.548 0.467 -1.623 0.414
F -3.140 0.974 -0.448 -0.260
F -3.285 1.064 -2.692 -0.335
C -2.707 -1.102 -1.814 0.589
F -1.937 -1.649 -2.849 -0.207
F -4.065 -1.321 -2.204 -0.327
C -2.474 -2.007 -0.529 0.493
F -2.915 -3.313 -0.880 -0.289
F -1.125 -2.176 -0.178 -0.167
F -3.213 -1.657 0.596 -0.233
H 3.618 -0.775 -3.065 0.331
H 3.908 -0.088 0.427 0.122
H 2.602 -0.277 -0.831 -0.122
H 4.436 2.371 -0.403 0.468
H 2.784 2.066 0.444 -0.160
H 1.771 1.049 -2.710 0.031
H 3.740 2.483 -3.360 -0.020
H 2.894 4.437 -1.949 0.251
H 0.425 3.938 -3.791 0.268
H 0.641 2.657 0.103 0.229
H 0.396 4.230 -0.761 0.377
H -1.757 2.993 -0.827 0.363
H -1.168 3.116 -2.548 0.162
C 1.262 -0.785 3.461 -0.494
C 0.332 0.199 4.094 0.384
O 0.841 1.447 3.662 -0.189
C 1.425 1.199 2.454 0.306
O 1.722 2.047 1.662 -0.622
O 1.621 -0.128 2.252 -0.203
F 0.410 0.145 5.449 -0.260
H 2.160 -0.961 4.059 0.231
H 0.781 -1.742 3.260 0.246
H -0.710 0.098 3.779 0.274
C -0.850 1.265 9.559 -0.442
C -0.665 2.361 8.556 0.417
O 0.737 2.413 8.391 -0.285
C 1.181 1.147 8.634 0.703
O 2.261 0.747 8.333 -0.503
O 0.231 0.393 9.258 -0.317
F -1.086 3.551 9.051 -0.306
H -0.756 1.617 10.590 0.279
H -1.808 0.755 9.447 0.256
H -1.141 2.173 7.590 0.219
C 0.991 5.640 2.332 -0.059
C 2.228 6.350 2.788 0.249
O 3.163 6.048 1.776 -0.317
C 2.428 5.872 0.637 0.602
O 2.886 5.867 -0.463 -0.473
O 1.103 5.709 0.918 -0.235
F 2.681 5.840 3.961 -0.302
H 0.968 4.592 2.644 -0.036
H 0.079 6.130 2.677 0.251
H 2.118 7.435 2.875 0.281
C 2.166 4.687 -7.999 -0.398
C 0.719 4.732 -8.383 0.294
O 0.057 4.745 -7.137 -0.271
C 0.920 5.353 -6.270 0.656
O 0.608 5.777 -5.204 -0.542
O 2.180 5.418 -6.781 -0.284
F 0.355 3.610 -9.054 -0.255
H 2.521 3.669 -7.816 0.282
H 2.810 5.155 -8.744 0.280
H 0.435 5.617 -8.960 0.211
C -1.966 -0.439 -7.376 -0.357
C -0.728 0.265 -6.918 0.399
O 0.210 -0.040 -7.933 -0.299
C -0.522 -0.210 -9.067 0.602
O -0.063 -0.215 -10.170 -0.534
O -1.848 -0.370 -8.792 -0.336
F -0.283 -0.245 -5.750 -0.292
H -1.993 -1.487 -7.064 0.254
H -2.877 0.053 -7.032 0.273
H -0.835 1.351 -6.830 0.300
C 0.845 -6.041 0.581 -0.230
C 1.698 -5.207 -0.322 0.315
O 1.546 -3.905 0.208 -0.147
C 1.308 -4.077 1.536 0.516
O 1.395 -3.206 2.351 -0.543
O 0.966 -5.363 1.825 -0.324
F 1.220 -5.216 -1.589 -0.281
H -0.204 -6.054 0.276 0.135
H 1.201 -7.069 0.658 0.228
H 2.756 -5.482 -0.323 0.254
C -4.446 -1.919 6.079 -0.456
C -4.264 -0.819 5.080 0.288
O -2.862 -0.768 4.911 -0.235
C -2.418 -2.036 5.148 0.632
O -1.338 -2.436 4.842 -0.449
O -3.366 -2.791 5.772 -0.353
F -4.683 0.369 5.580 -0.280
H -4.349 -1.570 7.111 0.270
H -5.404 -2.428 5.969 0.274
H -4.744 -1.004 4.115 0.278
C -3.008 -9.506 0.956 -0.454
C -2.834 -8.406 -0.044 0.328
O -1.432 -8.346 -0.215 -0.198
C -0.981 -9.610 0.023 0.622
O 0.102 -10.004 -0.283 -0.508
O -1.923 -10.370 0.648 -0.325
F -3.260 -7.221 0.455 -0.285
H -2.913 -9.155 1.987 0.297
H -3.964 -10.020 0.847 0.291
H -3.314 -8.595 -1.009 0.253
```

- Spin multiplicity: 1
- LUMO: 1.2 eV
- Total charge: -1
- HOMO: -0.149 Eh
- E: -5065.7151 hartree

***

[5]
Here is 7 unconnected molecules or ions with the total composition C38H49N10 at a distorted geometry from the Open Molecules 2025 dataset. Energies are from ωB97M-V/def2-TZVPD.

```
97
Properties=species:S:1:pos:R:3:mulliken_charge:R:1
C -2.137 0.199 -0.085 -0.905
C -0.627 0.432 -0.193 -0.673
C 0.199 -0.826 0.020 -0.493
N -0.112 -1.417 1.339 -0.171
N 0.952 -2.030 2.004 0.505
C 1.242 -3.435 1.718 -0.481
C 0.053 -4.354 1.977 -1.270
C 1.650 -1.285 2.834 -0.672
N 2.061 0.030 2.525 0.121
C 1.546 0.696 3.769 -0.495
C 1.924 -0.320 4.883 -0.574
N 2.014 -1.618 4.097 -0.282
H -2.403 -0.440 0.760 0.320
H -2.621 1.158 0.098 0.156
H -2.552 -0.243 -0.989 0.340
H -0.402 0.824 -1.184 0.452
H -0.316 1.170 0.553 0.218
H -0.054 -1.555 -0.753 0.458
H 1.267 -0.610 -0.044 0.321
H -0.533 -0.733 1.957 0.305
H 1.579 -3.482 0.682 0.335
H 2.057 -3.733 2.378 0.405
H -0.447 -4.037 2.893 0.312
H -0.693 -4.252 1.192 0.327
H 0.372 -5.388 2.069 0.407
H 3.078 -0.027 2.712 0.424
H 0.458 0.652 3.695 0.292
H 1.917 1.707 3.892 0.425
H 1.130 -0.406 5.616 0.344
H 2.902 -0.133 5.318 0.344
H 1.368 -2.312 4.461 0.319
N 4.794 0.638 1.521 -0.345
C 5.929 0.239 0.946 -0.369
C 6.428 0.801 -0.219 -0.545
C 5.716 1.826 -0.824 -0.123
C 4.531 2.251 -0.240 -0.752
C 4.123 1.624 0.923 -0.007
H 6.461 -0.564 1.444 0.525
H 7.356 0.441 -0.641 0.379
H 6.078 2.285 -1.734 0.418
H 3.938 3.044 -0.675 0.389
H 3.211 1.929 1.421 0.311
N -4.278 3.315 -0.093 -0.503
C -4.285 4.415 0.659 -0.270
C -5.400 4.869 1.347 -0.474
C -6.577 4.145 1.250 -0.044
C -6.588 2.999 0.471 -0.625
C -5.418 2.630 -0.175 -0.071
H -3.349 4.961 0.708 0.384
H -5.344 5.771 1.942 0.392
H -7.470 4.467 1.769 0.410
H -7.483 2.403 0.363 0.410
H -5.389 1.738 -0.792 0.406
N 5.129 -4.508 -2.157 -0.571
C 5.007 -3.488 -1.312 -0.240
C 5.034 -3.631 0.068 -0.281
C 5.191 -4.901 0.602 -0.539
C 5.318 -5.972 -0.268 -0.343
C 5.283 -5.722 -1.633 -0.344
H 4.884 -2.510 -1.765 0.413
H 4.934 -2.761 0.708 0.490
H 5.220 -5.060 1.674 0.623
H 5.444 -6.980 0.104 0.433
H 5.383 -6.534 -2.344 0.355
N -10.058 4.258 -1.851 -0.589
C -8.733 4.329 -1.972 -0.386
C -8.063 4.292 -3.186 -0.260
C -8.814 4.172 -4.344 -0.560
C -10.194 4.096 -4.237 -0.306
C -10.764 4.144 -2.973 -0.290
H -8.184 4.424 -1.044 0.559
H -6.984 4.353 -3.232 0.690
H -8.326 4.140 -5.310 0.428
H -10.820 4.002 -5.114 0.374
H -11.840 4.090 -2.852 0.358
N 6.655 -6.598 3.061 -0.394
C 7.786 -6.507 2.363 -0.177
C 8.701 -7.542 2.246 -0.492
C 8.430 -8.739 2.888 -0.163
C 7.258 -8.850 3.619 -0.447
C 6.409 -7.755 3.673 -0.172
H 7.965 -5.555 1.874 0.376
H 9.603 -7.409 1.664 0.368
H 9.120 -9.570 2.820 0.386
H 7.005 -9.763 4.138 0.355
H 5.482 -7.807 4.234 0.364
N -5.366 5.273 -4.763 -0.260
C -4.501 5.076 -5.756 -0.319
C -3.788 6.098 -6.365 -0.458
C -3.985 7.396 -5.921 -0.175
C -4.883 7.616 -4.889 -0.687
C -5.544 6.524 -4.346 0.003
H -4.376 4.049 -6.079 0.387
H -3.098 5.878 -7.168 0.369
H -3.449 8.221 -6.372 0.376
H -5.071 8.611 -4.511 0.366
H -6.256 6.658 -3.538 0.374
```

- Relative energy (zero: lowest compared OMol25 entry of this formula, charge and spin): 0.0 kcal/mol
- Spin multiplicity: 1
- LUMO: -3.3 eV
- Total charge: +1
- HOMO: -0.388 Eh
- E: -2024.6404 hartree

***

[6]
Here is C2H3NS3 in the gas phase at a distorted geometry from the Open Molecules 2025 dataset. Energies are from ωB97M-V/def2-TZVPD.

```
9
Properties=species:S:1:pos:R:3:mulliken_charge:R:1
S 2.786 -0.290 -0.433 -0.356
C 1.251 -0.058 -0.378 0.367
N 0.349 -1.182 -0.410 -0.344
S -1.235 -0.970 0.181 -0.048
C -1.194 0.829 0.324 -0.559
S 0.466 1.458 -0.091 -0.078
H 0.818 -2.058 0.033 0.316
H -1.538 1.104 1.342 0.368
H -1.703 1.168 -0.566 0.334
```

- Relative energy (zero: lowest compared OMol25 entry of this formula, charge and spin): 22.6 kcal/mol
- Spin multiplicity: 1
- LUMO: 0.1 eV
- Total charge: 0
- SMILES: S=C1NSCS1
- HOMO: -0.309 Eh
- E: -1327.2806 hartree